Computed, not measured: a 15-piece molecular cluster, C43H120N10O15 overall, with ωB97M-V/def2-TZVPD.

Calculated values
charge	0
LUMO energy	0.004	Ha
multiplicity	1
orbital gap	9.2	eV

Geometry (Å):
C: -10.0524 -21.4091 8.5614
C: -10.7349 -21.3150 7.2399
C: -12.2287 -21.4501 7.3413
O: -12.7481 -21.3392 6.0490
C: -14.1076 -21.8536 5.9720
N: -10.3741 -20.0814 6.4955
H: -10.5273 -22.1542 9.2083
H: -10.0553 -20.4910 9.0627
H: -9.0447 -21.7662 8.4095
H: -10.3414 -22.1879 6.6597
H: -12.6059 -20.7244 8.1163
H: -12.4317 -22.4631 7.7801
H: -14.1293 -22.7395 6.5845
H: -14.1421 -22.0099 4.8828
H: -14.8510 -21.0991 6.2281
H: -9.3988 -20.1831 6.2567
H: -10.8555 -20.1631 5.5987
C: -12.5092 -18.6021 14.8118
C: -12.1370 -17.8171 13.5866
C: -12.1087 -16.3610 14.0446
O: -13.2655 -16.1747 14.7722
C: -13.4754 -14.8567 15.1018
N: -10.8202 -18.1945 12.9340
H: -11.8505 -18.4440 15.7107
H: -12.4241 -19.6634 14.5695
H: -13.5427 -18.3490 15.0477
H: -12.8166 -18.1726 12.7368
H: -11.8654 -15.6735 13.2310
H: -11.3236 -16.3085 14.8150
H: -13.4414 -14.2324 14.2335
H: -12.6456 -14.5230 15.7840
H: -14.4345 -14.7237 15.5966
H: -10.7659 -17.6428 12.0681
H: -10.0234 -17.9424 13.5165
C: -8.6191 -15.8775 10.4573
C: -8.3283 -14.6453 11.3250
C: -6.8610 -14.4831 11.7406
O: -6.7776 -13.3253 12.4761
C: -5.6286 -13.1298 13.1831
N: -8.6862 -13.4059 10.6113
H: -8.6691 -15.3687 9.4152
H: -9.6636 -16.1727 10.5575
H: -8.0062 -16.7817 10.3727
H: -8.9712 -14.6624 12.2354
H: -6.2355 -14.3379 10.8358
H: -6.4046 -15.3287 12.3566
H: -4.6979 -13.1769 12.4911
H: -5.4264 -13.7959 14.0562
H: -5.7110 -12.1169 13.4415
H: -9.6892 -13.3782 10.7241
H: -8.3274 -12.6463 11.1489
C: -11.6230 -16.7568 6.8922
C: -12.2771 -17.0431 8.2715
C: -13.5692 -17.8482 8.0186
O: -14.5907 -16.9251 7.7723
C: -15.8413 -17.5452 7.6553
N: -11.3564 -17.9049 9.0527
H: -12.3446 -16.2628 6.2278
H: -11.4533 -17.7119 6.4012
H: -10.7014 -16.1576 7.0007
H: -12.5665 -16.1122 8.7690
H: -13.8550 -18.3463 8.9591
H: -13.3476 -18.6161 7.2553
H: -15.7540 -18.4795 7.0776
H: -16.5343 -16.8178 7.2132
H: -16.2209 -17.8572 8.7188
H: -10.4871 -17.4603 9.1641
H: -11.2298 -18.7600 8.4580
C: -8.7181 -16.2507 15.9568
O: -8.8960 -15.9001 17.1057
N: -8.9622 -17.5251 15.4663
N: -8.1287 -15.4204 15.0670
H: -9.2992 -18.1892 16.1555
H: -8.4137 -17.8587 14.6635
H: -7.9934 -15.7818 14.1176
H: -8.0866 -14.4276 15.3120
C: -13.8310 -20.4978 10.5201
O: -14.6894 -19.5876 10.3800
N: -14.0966 -21.7861 10.0973
N: -12.6073 -20.3457 10.9787
H: -13.2682 -22.2802 10.0444
H: -14.6631 -21.9504 9.2867
H: -11.9751 -21.1081 11.0901
H: -12.2753 -19.5000 11.4287
C: -7.1177 -18.3978 12.1609
O: -7.7535 -17.6933 12.9391
N: -7.7602 -19.3971 11.4021
N: -5.8077 -18.1887 11.9275
H: -8.6673 -19.7591 11.6667
H: -7.2320 -20.1537 11.0546
H: -5.3540 -17.5077 12.4981
H: -5.3197 -19.0098 11.6235
C: -11.8392 -18.5493 19.9777
C: -11.1717 -18.2342 18.6387
C: -11.8688 -17.0176 18.0069
O: -9.7425 -18.1168 18.7305
H: -12.9694 -18.7314 19.8991
H: -11.7370 -17.7090 20.7166
H: -11.5747 -19.4380 20.5159
H: -11.2601 -19.1085 17.9351
H: -12.7251 -17.2347 17.3677
H: -11.2056 -16.3860 17.4653
H: -12.2539 -16.3938 18.7533
H: -9.3794 -17.3333 18.2864
C: -11.0029 -22.8065 13.5990
C: -9.9024 -21.6858 13.5890
C: -8.5336 -22.4139 13.4850
O: -10.0529 -20.7794 12.5030
H: -11.0044 -23.3868 14.5121
H: -10.8740 -23.4746 12.7920
H: -11.9508 -22.2860 13.5098
H: -9.9860 -21.0924 14.4598
H: -8.4995 -22.8408 12.4861
H: -8.3847 -23.1808 14.1559
H: -7.6279 -21.7392 13.7303
H: -10.4118 -19.9088 12.8222
C: -17.4782 -13.6061 13.7317
C: -16.5464 -12.7612 12.9558
C: -16.4027 -11.3745 13.6042
O: -15.2460 -13.2536 12.9349
H: -17.0148 -13.7165 14.7029
H: -17.6505 -14.6268 13.2607
H: -18.4353 -13.1264 13.8804
H: -16.9291 -12.7409 11.9306
H: -15.6141 -10.7959 13.0660
H: -16.1562 -11.3590 14.6758
H: -17.3557 -10.7104 13.5793
H: -15.1104 -14.1866 12.6010
C: -12.1744 -9.5322 13.6859
C: -10.8515 -10.2521 13.6034
C: -11.0452 -11.6195 13.0545
O: -9.8858 -9.4807 12.8651
H: -12.2025 -8.6588 14.3219
H: -12.9025 -10.3131 14.1129
H: -12.5738 -9.3894 12.6767
H: -10.4865 -10.2618 14.5892
H: -11.4244 -11.6691 12.0331
H: -11.8085 -12.2882 13.5768
H: -10.1835 -12.2976 12.9953
H: -9.2757 -10.0980 12.4643
C: -16.3236 -19.1916 14.4848
C: -16.4217 -18.9275 13.0480
C: -17.5659 -17.9722 12.6864
O: -15.2468 -18.3012 12.5213
H: -16.1447 -18.3036 15.0558
H: -15.6059 -19.9896 14.8485
H: -17.2961 -19.6613 14.8422
H: -16.5528 -19.9166 12.5201
H: -18.5486 -18.3279 13.0421
H: -17.6154 -17.9131 11.6001
H: -17.3994 -16.9414 13.1063
H: -14.9180 -18.8434 11.7661
C: -10.5542 -12.0781 17.1759
C: -9.1881 -12.2166 17.8487
C: -9.3627 -12.6658 19.2908
O: -8.4174 -13.1372 17.1013
H: -11.1278 -11.4430 17.8315
H: -11.1030 -12.9851 17.0652
H: -10.4167 -11.5154 16.2699
H: -8.6375 -11.2986 17.7772
H: -8.4450 -13.0315 19.7193
H: -10.0943 -13.5338 19.3817
H: -9.8438 -11.8942 19.8738
H: -8.8317 -14.0034 17.2680
C: -15.4043 -25.5843 16.1961
C: -14.3039 -24.7020 15.7073
C: -14.4420 -23.2900 16.1892
O: -13.0658 -25.2340 16.1553
H: -15.3952 -26.5770 15.7052
H: -16.4277 -25.1616 16.0754
H: -15.2582 -25.7896 17.2511
H: -14.1824 -24.7487 14.6333
H: -14.6000 -23.1842 17.2966
H: -15.3437 -22.8523 15.7107
H: -13.5567 -22.7710 15.8009
H: -13.1237 -25.1828 17.1131
C: -15.6054 -15.0177 10.3036
C: -14.2872 -15.5369 10.8782
C: -13.2382 -14.4618 10.7962
O: -14.4423 -15.7919 12.2768
H: -16.0734 -14.3515 11.0626
H: -16.3753 -15.8215 10.0990
H: -15.4752 -14.4228 9.4117
H: -13.8792 -16.3489 10.3464
H: -12.9987 -14.2498 9.7394
H: -12.2781 -14.7912 11.3293
H: -13.4964 -13.5993 11.3375
H: -14.7860 -16.6828 12.3884

Forces on atoms 1 to 2 (eV/Å):
C 0.01 -1.24 0.08
C 0.68 -0.73 -1.47

Löwdin population analysis, charges in e, atoms 1 to 2:
1 C -0.065
2 C -0.448

Computed, not measured: C14H36F6MgNO10S2 as an isolated structure, with ωB97M-V/def2-TZVPD.

Calculated values
charge	0
LUMO energy (alpha / beta)	0.000 / -0.021	Ha
multiplicity	2
orbital gap (alpha / beta)	6.0 / 9.3	eV

Geometry (Å):
Mg: -0.3133 -1.3563 0.8400
C: 2.4143 1.4779 0.3897
F: 3.4712 0.8187 0.0211
F: 2.1598 1.2191 1.6596
F: 2.6590 2.8024 0.2113
S: 0.9461 0.8674 -0.8371
O: 0.6387 1.9672 -1.7851
O: 1.4890 -0.3469 -1.5092
N: -0.3587 0.3458 0.2613
S: -1.0680 1.7174 0.6455
O: -1.7869 1.5657 1.8997
O: -0.2966 2.9259 0.6228
C: -2.4320 1.8916 -0.7228
F: -1.8980 1.6073 -1.9395
F: -3.4821 1.0303 -0.5478
F: -2.8178 3.1626 -0.7736
C: -4.7265 1.2439 2.5858
C: -5.2240 -0.1518 2.4171
O: -4.7683 -0.9724 3.5559
H: -4.6006 1.7469 1.6270
H: -3.7425 1.3047 3.0507
H: -5.4389 1.7700 3.2213
H: -4.9650 -0.4699 1.4072
H: -6.2958 0.0334 2.4879
H: -5.0222 -0.4498 4.3201
C: -0.9946 -2.1605 -3.1100
C: -1.2618 -2.6181 -1.6793
O: -0.1550 -2.5104 -0.8385
H: -0.5732 -1.1676 -3.2668
H: -1.9486 -2.2290 -3.6328
H: -0.3320 -2.8841 -3.5849
H: -1.3811 -3.6948 -1.8002
H: -2.0978 -2.1482 -1.1612
H: 0.4780 -3.0333 -1.3360
C: 2.6426 -3.3281 -3.3167
C: 1.8357 -4.5376 -2.9437
O: 1.4400 -4.3445 -1.5583
H: 3.1218 -3.3771 -4.2945
H: 3.3749 -3.1315 -2.5336
H: 2.0909 -2.3940 -3.4226
H: 2.4580 -5.4124 -3.1326
H: 0.9483 -4.6231 -3.5708
H: 1.1486 -5.1630 -1.1500
C: -0.2027 4.0158 -4.1261
C: -0.8692 5.1072 -3.3059
O: -0.4143 6.3557 -3.7171
H: 0.8130 3.7654 -3.8202
H: -0.2218 4.0663 -5.2148
H: -0.8128 3.1519 -3.8621
H: -0.6444 4.9303 -2.2541
H: -1.9536 5.0352 -3.3895
H: -0.5134 6.9622 -2.9795
C: -0.2307 1.4803 6.0053
C: -1.6179 0.9692 5.4819
O: -1.7479 -0.3044 5.9798
H: 0.0906 2.4916 5.7560
H: 0.5114 0.8543 5.5099
H: -0.1245 1.2946 7.0741
H: -1.6126 0.9300 4.3926
H: -2.4218 1.6433 5.7775
H: -2.0926 -0.1031 6.8529
C: 5.0462 -1.6823 -0.2681
C: 5.9171 -2.2117 0.8732
O: 5.5428 -3.5891 1.1290
H: 5.3290 -0.6386 -0.4057
H: 3.9675 -1.7815 -0.1476
H: 5.3653 -2.1578 -1.1956
H: 5.7732 -1.6590 1.8016
H: 6.9897 -2.1057 0.7108
H: 4.7990 -3.8135 0.5650

Forces on atoms 1 to 2 (eV/Å):
Mg 0.16 -4.07 1.57
C -0.79 1.53 -0.56

natural (NBO) population analysis, charges in e, atoms 1 to 2:
1 Mg 0.991
2 C 0.829